Below is C19H13CrN2O11 as an isolated structure, with properties calculated with ωB97M-V/def2-TZVPD.

Structure (XYZ):
```
46
Properties=species:S:1:pos:R:3:lowdin_charge:R:1
Cr -0.960 1.434 -0.692 1.025
O -4.213 4.177 -0.395 0.172
C -3.173 3.434 -0.049 -0.423
O -2.752 2.550 -0.766 0.070
C -2.649 3.786 1.323 -0.090
O -1.472 3.107 1.651 -0.103
C -0.283 3.876 1.471 -0.084
C 0.012 4.108 -0.006 -0.554
O 0.276 5.193 -0.461 0.115
O -0.027 2.998 -0.711 -0.122
H -4.522 3.893 -1.270 0.152
H -2.543 4.875 1.376 0.156
H -3.430 3.497 2.032 0.159
H -0.352 4.835 1.986 0.138
H 0.516 3.261 1.882 0.123
O -1.662 0.358 -2.148 -0.039
C -1.604 -0.883 -2.113 -0.129
C -1.475 -1.658 -0.912 -0.117
C -1.328 -3.044 -1.022 0.077
C -1.212 -3.799 0.117 -0.134
C -1.259 -3.215 1.386 0.032
C -1.426 -1.860 1.513 0.039
C -1.524 -1.045 0.369 -0.293
O -1.702 0.242 0.509 -0.114
N -1.036 -5.250 0.002 -0.358
O -0.944 -5.885 1.033 0.078
O -1.024 -5.730 -1.113 0.080
H -1.733 -1.427 -3.050 0.154
H -1.283 -3.522 -1.991 0.139
H -1.157 -3.849 2.255 0.125
H -1.458 -1.381 2.481 0.132
O 1.274 1.121 1.440 0.092
C 1.566 0.475 0.452 -0.400
N 0.777 0.367 -0.678 0.057
C 1.374 -0.484 -1.576 -0.393
O 0.900 -0.866 -2.633 0.084
C 2.682 -0.933 -1.000 -0.084
C 3.649 -1.777 -1.500 0.003
C 4.764 -2.012 -0.698 -0.065
C 4.885 -1.419 0.556 -0.066
C 3.895 -0.572 1.052 0.003
C 2.800 -0.346 0.247 -0.083
H 3.540 -2.233 -2.475 0.120
H 5.549 -2.666 -1.054 0.104
H 5.763 -1.621 1.156 0.104
H 3.978 -0.110 2.026 0.120
```

Properties
<S²> = 1.03
lowest unoccupied orbital energy (spin up / spin down) = -0.038 / -0.032 Ha
multiplicity = 2
energy relative to the best compared isomer or geometry (same formula, charge and spin) = 0.0 kcal per mole

=====

Below is C19H14BeF3N3O3S2 as an isolated structure in a non-equilibrium geometry, with properties calculated with ωB97M-V/def2-TZVPD.

Structure (XYZ):
```
45
Properties=species:S:1:pos:R:3:lowdin_charge:R:1
Be 1.484 0.205 0.099 -0.070
F 4.095 4.359 -1.251 0.137
C 4.708 3.828 -0.184 -0.612
F 5.979 4.272 -0.239 0.123
F 4.171 4.400 0.899 0.137
C 4.639 2.324 -0.167 -0.103
C 5.774 1.551 -0.262 0.011
C 5.652 0.160 -0.301 -0.048
C 4.387 -0.384 -0.266 -0.095
N 3.286 0.348 -0.162 0.005
C 3.373 1.691 -0.089 -0.637
S 1.869 2.426 0.094 0.897
H 6.748 2.013 -0.317 0.124
H 6.526 -0.465 -0.375 0.102
H 4.234 -1.449 -0.335 0.100
C -6.861 -0.268 -0.802 -0.046
C -5.441 -0.047 -0.389 -0.268
C -4.969 -0.496 0.839 -0.029
C -3.646 -0.303 1.207 -0.054
C -2.797 0.346 0.330 -0.288
C -3.254 0.828 -0.883 -0.049
C -4.572 0.632 -1.240 -0.022
S -1.083 0.738 0.666 0.642
O -0.978 2.149 0.514 -0.305
O -0.663 0.187 1.961 -0.312
N -0.164 -0.001 -0.441 -0.105
C -0.006 -1.331 -0.275 -0.394
C -0.993 -2.308 -0.083 0.020
C -0.591 -3.619 0.048 -0.041
C 0.763 -3.939 -0.052 -0.058
C 1.666 -2.912 -0.222 -0.097
N 1.292 -1.641 -0.304 0.122
H -7.278 -1.148 -0.321 0.078
H -6.931 -0.387 -1.881 0.080
H -7.464 0.594 -0.521 0.089
H -5.645 -1.005 1.511 0.115
H -3.266 -0.644 2.157 0.119
H -2.560 1.360 -1.514 0.120
H -4.939 1.004 -2.185 0.117
H -2.029 -2.022 -0.011 0.102
H -1.320 -4.396 0.231 0.113
H 1.103 -4.959 0.026 0.103
H 2.729 -3.104 -0.282 0.104
O 1.606 0.929 2.893 0.166
C 1.366 0.479 1.875 -0.092
```

Properties
lowest unoccupied orbital energy = 0.009 Ha
energy relative to the best compared isomer or geometry (same formula, charge and spin) = 23.2 kcal per mole

=====

Below is C19H14BrF2N3O5 in the gas phase in a non-equilibrium geometry, with properties calculated with ωB97M-V/def2-TZVPD.

Structure (XYZ):
```
44
Properties=species:S:1:pos:R:3:lowdin_charge:R:1
O -0.303 -1.177 -0.038 0.138
C -0.465 -0.128 0.482 -0.450
C 0.290 0.125 1.839 0.007
N 1.175 -1.055 2.037 0.067
C 2.365 -1.111 2.657 -0.446
O 2.774 -0.077 3.187 0.051
C 3.173 -2.283 2.307 -0.079
C 2.777 -3.255 1.345 -0.071
C 3.501 -4.238 0.953 -0.058
C 4.816 -4.489 1.573 0.059
C 5.327 -3.457 2.328 -0.236
O 6.586 -3.777 2.846 0.020
C 7.524 -2.696 2.910 -0.296
F 7.763 -2.264 1.588 0.035
F 8.710 -3.360 3.244 0.058
C 4.522 -2.348 2.690 0.080
O -1.358 0.811 0.150 0.042
C -2.415 0.334 -0.687 -0.106
C -2.944 1.463 -1.524 -0.218
C -2.095 2.380 -2.101 0.089
C -2.767 3.419 -2.850 -0.410
O -2.068 4.360 -3.189 0.060
N -4.166 3.498 -2.928 0.106
C -4.905 4.461 -3.631 -0.074
C -6.250 4.481 -3.780 -0.606
Br -7.149 5.961 -4.682 0.703
C -6.994 3.409 -3.057 -0.083
C -6.388 2.336 -2.426 0.032
C -4.876 2.435 -2.284 -0.202
N -4.315 1.429 -1.684 0.135
H 1.000 0.961 1.734 0.138
H -0.444 0.251 2.620 0.128
H 1.060 -1.874 1.520 0.060
H 1.823 -3.157 0.876 0.108
H 3.232 -5.030 0.292 0.108
H 5.274 -5.402 1.333 0.104
H 7.155 -1.798 3.509 0.183
H 4.994 -1.499 3.144 0.114
H -2.113 -0.459 -1.267 0.098
H -3.388 -0.043 -0.197 0.162
H -1.024 2.403 -2.054 0.128
H -4.340 5.299 -3.896 0.105
H -8.109 3.509 -3.062 0.112
H -6.964 1.652 -1.825 0.106
```

Properties
lowest unoccupied orbital energy = -0.018 Ha
structure (SMILES) = O=C(CNC(=O)c1cccc(OC(F)F)c1)OCc1cc(=O)n2cc(Br)ccc2n1
energy relative to the best compared isomer or geometry (same formula, charge and spin) = 54.0 kcal per mole

=====

Below is C19H14BrFeN10O7 as an isolated structure, with properties calculated with ωB97M-V/def2-TZVPD.

Structure (XYZ):
```
52
Properties=species:S:1:pos:R:3:lowdin_charge:R:1
Fe -0.961 -0.674 -0.043 0.738
N -2.407 2.250 -0.013 0.182
C -2.306 1.787 -1.280 -0.405
N -2.775 2.533 -2.263 0.196
C -2.524 2.067 -3.489 -0.405
N -3.020 2.743 -4.524 0.197
N -1.775 0.970 -3.773 0.201
C -1.407 0.293 -2.721 -0.252
N -1.708 0.588 -1.452 0.096
C -0.556 -0.920 -2.906 -0.170
C -0.014 -1.252 -4.128 0.023
C 0.764 -2.396 -4.212 -0.014
C 0.959 -3.166 -3.079 -0.018
C 0.391 -2.756 -1.887 -0.076
N -0.346 -1.645 -1.800 0.057
H -2.703 3.209 0.074 0.122
H -1.705 1.928 0.636 0.083
H -3.543 3.585 -4.365 0.121
H -2.817 2.435 -5.459 0.120
H -0.207 -0.616 -4.980 0.122
H 1.210 -2.684 -5.155 0.124
H 1.549 -4.072 -3.108 0.120
H 0.532 -3.316 -0.974 0.114
O 6.393 0.813 2.010 0.102
N 5.557 -0.011 2.309 -0.353
O 5.746 -0.975 3.026 0.086
C 4.190 0.192 1.805 -0.125
C 3.914 1.280 1.002 0.097
C 2.647 1.441 0.487 -0.037
C 1.588 0.552 0.763 -0.253
O 0.377 0.721 0.358 -0.101
C 1.968 -0.533 1.595 -0.084
C 3.221 -0.739 2.111 0.095
N 0.883 -1.447 1.866 -0.097
O 0.272 -1.920 0.866 -0.096
O 0.075 -0.940 2.872 0.032
N 2.444 2.589 -0.423 -0.341
O 1.618 2.479 -1.306 0.090
O 3.151 3.560 -0.247 0.099
H 4.688 1.997 0.769 0.142
H 3.451 -1.584 2.745 0.144
Br -0.960 -2.670 5.390 0.911
C -1.764 -1.486 4.218 -0.613
C -2.734 -0.612 4.608 -0.095
C -3.328 0.192 3.639 0.010
C -2.949 0.045 2.269 -0.104
N -2.020 -0.743 1.835 0.056
C -1.254 -1.512 2.814 -0.344
H -3.047 -0.562 5.642 0.122
H -4.092 0.909 3.902 0.119
H -3.491 0.609 1.515 0.109
H -1.174 -2.537 2.461 0.150
```

Properties
net charge = +1
<S²> = 6.14
lowest unoccupied orbital energy (spin up / spin down) = -0.123 / -0.192 Ha
multiplicity = 5
energy relative to the best compared isomer or geometry (same formula, charge and spin) = 83.7 kcal per mole

=====

Below is C19H14Cl5FO4S as an isolated structure in a non-equilibrium geometry, with properties calculated with ωB97M-V/def2-TZVPD.

Structure (XYZ):
```
44
Properties=species:S:1:pos:R:3:lowdin_charge:R:1
O 3.785 -1.969 2.229 0.112
C 3.018 -1.242 1.645 -0.289
C 3.404 0.207 1.186 -0.062
C 4.151 1.137 2.042 0.008
C 4.457 2.506 1.578 0.022
C 4.002 2.888 0.229 -0.196
F 4.328 4.167 -0.167 0.025
C 3.250 1.970 -0.642 0.071
C 2.947 0.631 -0.164 -0.053
C 2.115 -0.424 -0.975 -0.282
O 2.225 -0.573 -2.166 0.067
C 1.091 -1.235 -0.095 -0.038
C -0.267 -1.530 -0.551 -0.026
C -1.157 -2.263 0.388 -0.172
C -2.628 -2.512 -0.131 -0.152
C -3.600 -1.308 0.191 -0.174
C -3.001 0.118 -0.202 -0.216
C -2.296 0.839 1.010 -0.236
S -2.664 2.656 1.003 0.382
O -1.520 3.388 1.555 -0.379
O -2.900 3.061 -0.387 -0.362
Cl -4.298 3.094 2.208 0.340
C -0.714 -2.721 1.713 -0.004
C 0.671 -2.404 2.144 0.008
C 1.557 -1.662 1.253 -0.059
H 4.460 0.805 3.066 0.119
H 5.003 3.239 2.225 0.118
H 2.888 2.283 -1.646 0.128
H -0.670 -1.198 -1.551 -0.082
H -2.978 -3.454 0.390 0.114
H -2.651 -2.756 -1.228 0.119
H -4.560 -1.418 -0.394 0.116
H -3.862 -1.246 1.286 0.111
H -3.897 0.751 -0.475 0.110
H -2.350 0.064 -1.118 0.082
H -2.703 0.401 1.968 0.102
H -1.183 0.707 1.050 0.107
H -1.379 -3.285 2.412 0.112
H 1.001 -2.723 3.167 0.119
C -0.615 0.204 -4.812 -1.978
Cl -1.015 1.928 -4.726 0.536
Cl -1.867 -0.651 -5.732 0.527
Cl 0.951 -0.003 -5.610 0.545
Cl -0.531 -0.465 -3.165 0.660
```

Properties
lowest unoccupied orbital energy = -0.035 Ha

=====

Below is C19H14ClN3O2S in the gas phase in a non-equilibrium geometry, with properties calculated with ωB97M-V/def2-TZVPD.

Structure (XYZ):
```
40
Properties=species:S:1:pos:R:3:lowdin_charge:R:1
O 2.929 4.204 0.136 0.066
C 2.805 2.994 0.109 -0.419
N 3.945 2.228 0.039 0.053
N 3.985 0.905 -0.106 0.017
C 5.104 0.302 -0.217 -0.163
C 5.147 -1.116 -0.357 -0.519
C 6.255 -1.917 -0.493 -0.131
C 5.934 -3.280 -0.602 -0.191
C 4.592 -3.505 -0.548 -0.412
S 3.687 -2.058 -0.365 1.046
C 1.491 2.315 0.130 -0.139
C 1.271 1.035 0.632 -0.018
C 0.003 0.490 0.640 0.010
C -1.076 1.216 0.141 -0.206
N -2.380 0.724 0.112 0.113
C -2.844 -0.494 0.506 -0.432
O -2.175 -1.364 1.020 0.091
C -4.323 -0.669 0.312 -0.151
C -5.020 -1.274 1.356 -0.012
C -6.380 -1.497 1.275 -0.068
C -7.069 -1.134 0.130 -0.073
C -6.393 -0.559 -0.931 -0.106
C -5.029 -0.327 -0.839 -0.585
Cl -4.231 0.349 -2.228 0.727
C -0.862 2.506 -0.349 -0.011
C 0.402 3.048 -0.347 -0.011
H 4.819 2.765 0.028 0.162
H 6.064 0.833 -0.207 0.132
H 7.260 -1.533 -0.512 0.109
H 6.665 -4.060 -0.715 0.101
H 4.078 -4.443 -0.606 0.061
H 2.091 0.459 1.026 0.090
H -0.158 -0.501 1.030 0.101
H -3.054 1.358 -0.297 0.099
H -4.461 -1.566 2.232 0.123
H -6.902 -1.959 2.100 0.106
H -8.131 -1.308 0.053 0.107
H -6.917 -0.292 -1.836 0.103
H -1.696 3.078 -0.732 0.113
H 0.574 4.048 -0.717 0.119
```

Properties
lowest unoccupied orbital energy = 0.004 Ha
structure (SMILES) = O=C(N/N=C/c1cccs1)c1ccc(NC(=O)c2ccccc2Cl)cc1
energy relative to the best compared isomer or geometry (same formula, charge and spin) = 0.0 kcal per mole

=====

Below is C19H14ClO6PSn as an isolated structure, with properties calculated with ωB97M-V/def2-TZVPD.

Structure (XYZ):
```
42
Properties=species:S:1:pos:R:3:lowdin_charge:R:1
Sn -2.923 3.886 1.074 1.651
O -1.987 1.915 2.031 -0.079
C -1.350 0.957 1.617 -0.406
O -0.889 0.941 0.350 -0.067
C -0.986 -0.250 2.361 -0.132
C -1.357 -0.546 3.663 0.045
C -0.905 -1.745 4.199 -0.001
C -0.106 -2.607 3.451 -0.002
C 0.271 -2.301 2.145 -0.011
C -0.182 -1.110 1.611 -0.209
P 0.061 -0.384 0.005 1.106
C 1.703 0.120 -0.307 -0.295
C 2.044 0.589 -1.586 -0.056
C 3.327 1.046 -1.817 -0.032
C 4.264 1.032 -0.788 -0.016
C 3.929 0.571 0.479 -0.035
C 2.647 0.118 0.729 -0.047
C -0.683 -1.216 -1.346 -0.293
C 0.112 -2.070 -2.121 -0.059
C -0.482 -2.817 -3.124 -0.033
C -1.847 -2.708 -3.355 -0.020
C -2.637 -1.864 -2.583 -0.036
C -2.061 -1.122 -1.569 -0.051
H -1.976 0.132 4.234 0.139
H -1.175 -2.016 5.211 0.131
H 0.229 -3.534 3.895 0.131
H 0.892 -2.983 1.579 0.132
H 1.314 0.595 -2.385 0.122
H 3.602 1.412 -2.796 0.125
H 5.269 1.384 -0.979 0.128
H 4.670 0.563 1.267 0.125
H 2.385 -0.242 1.716 0.113
H 1.178 -2.149 -1.952 0.118
H 0.122 -3.477 -3.731 0.125
H -2.302 -3.287 -4.147 0.127
H -3.698 -1.785 -2.774 0.123
H -2.677 -0.468 -0.965 0.112
O -2.908 5.552 -0.858 -0.352
Cl -1.519 5.146 -0.734 0.699
O -0.616 5.712 -1.628 -0.154
O -1.569 3.643 -0.778 -0.448
O -1.184 5.369 0.708 -0.419
```

Properties
net charge = +2
lowest unoccupied orbital energy = -0.268 Ha

=====

Below is C19H14IN5Pd as an isolated structure in a non-equilibrium geometry, with properties calculated with ωB97M-V/def2-TZVPD.

Structure (XYZ):
```
40
Properties=species:S:1:pos:R:3:lowdin_charge:R:1
Pd -0.095 0.509 -0.145 0.618
C 2.780 0.475 2.829 -0.085
C 2.117 1.036 3.921 -0.074
C 0.748 0.959 3.989 -0.018
C 0.013 0.346 2.953 -0.336
N 0.671 -0.153 1.875 0.022
C 2.012 -0.103 1.843 -0.171
N -1.335 0.211 3.143 0.157
C -2.185 -0.060 2.200 -0.294
N -1.973 -0.021 0.871 0.053
C -3.039 -0.540 0.211 -0.290
N -3.104 -0.799 -1.054 0.163
C -2.000 -0.792 -1.868 -0.351
C -2.172 -0.509 -3.234 -0.021
C -1.083 -0.507 -4.075 -0.080
C 0.177 -0.837 -3.578 -0.101
C 0.274 -1.161 -2.242 -0.196
N -0.772 -1.138 -1.398 -0.004
C -4.117 -0.802 1.192 -0.096
C -5.412 -1.258 1.058 -0.011
C -6.170 -1.398 2.217 -0.079
C -5.634 -1.103 3.466 -0.078
C -4.322 -0.655 3.596 -0.011
C -3.579 -0.503 2.444 -0.096
H 3.858 0.484 2.756 0.099
H 2.687 1.504 4.713 0.106
H 0.193 1.357 4.828 0.109
H 2.479 -0.560 0.978 0.100
H -3.165 -0.265 -3.585 0.111
H -1.203 -0.256 -5.122 0.108
H 1.051 -0.847 -4.214 0.101
H 1.210 -1.499 -1.812 0.104
H -5.825 -1.485 0.084 0.114
H -7.194 -1.742 2.150 0.101
H -6.250 -1.229 4.347 0.101
H -3.898 -0.431 4.566 0.113
I 0.131 2.732 -1.786 0.810
C 0.487 2.421 0.328 -0.648
H 1.528 2.645 0.540 -0.027
H -0.210 3.031 0.892 -0.022
```

Properties
lowest unoccupied orbital energy (spin up / spin down) = -0.030 / -0.030 Ha

=====

> Which formula does entry 7 have?

C19H14ClO6PSn